1.
Computed, not measured: a 2-piece molecular cluster, C5H15NOS overall in a non-equilibrium geometry, with the ωB97M-V functional and the def2-TZVPD basis.

Structure (XYZ):
```
23
Properties=species:S:1:pos:R:3
H -2.739 -2.613 -2.189
C -0.716 -0.019 -2.553
S -3.191 -1.344 -2.293
H -1.071 1.343 0.262
H -0.220 2.043 2.342
C -1.881 -0.398 -1.528
N 0.381 0.792 -2.037
H -1.220 0.191 -3.497
C 0.799 0.596 -0.634
H -1.451 -0.877 -0.648
H 2.626 -3.120 3.943
H 1.863 0.837 -0.568
H 0.693 -0.447 -0.334
H 2.640 -2.571 5.357
H -2.380 0.504 -1.160
C 0.406 1.362 1.779
O 3.201 -3.049 4.737
C -0.001 1.550 0.304
H 1.459 1.636 1.828
H -0.293 -1.043 -2.685
H 0.588 0.310 1.942
H 0.283 1.753 -2.332
H 0.225 2.563 -0.036
```

Its molecular weight is 137.2 g/mol. The total charge is -1. The LUMO energy (alpha / beta) is 2.841 / 2.960 eV. The HOMO energy (alpha / beta) comes out at 0.97 / -5.63 eV. The gap between HOMO and LUMO (alpha / beta) comes out at 1.873 / 8.593 eV. As for the expectation value of S²: 0.750. For the maximum force, the calculation gives 0.0668 hartree/bohr. Its multiplicity is 2.

Results of the natural (NBO) charge analysis, in e, for atoms 1 through 4: 0.11 -0.23 -0.17 0.18



2.
Computed, not measured: one molecule with the formula C5H3NO in a non-equilibrium geometry, with the ωB97M-V functional and the def2-TZVPD basis.

Structure (XYZ):
```
10
Properties=species:S:1:pos:R:3
C 1.894 -0.206 -0.058
H -2.710 -0.311 -0.070
H 0.830 2.112 0.482
C 0.580 0.262 -0.242
H -0.031 -2.107 -0.648
O -1.155 1.586 0.731
C -1.752 -0.772 -0.208
C 0.008 1.360 0.397
N 2.939 -0.714 0.038
C -0.602 -1.210 -0.421
```

Its molecular weight is 93.1 g/mol. The total charge is 0. The LUMO energy (alpha / beta) is -2.178 / -2.177 eV. The HOMO energy (alpha / beta) comes out at -9.00 / -9.00 eV. The gap between HOMO and LUMO (alpha / beta) comes out at 6.821 / 6.822 eV. For the maximum force, the calculation gives 0.0346 hartree/bohr.

Results of the natural (NBO) charge analysis, in e, for atoms 1 through 4: 0.20 0.27 0.19 -0.21



3.
Computed, not measured: C50H56CdN5P2S2Se as an isolated structure, with the ωB97M-V functional and the def2-TZVPD basis.

Structure (XYZ):
```
117
Properties=species:S:1:pos:R:3
N -1.132 -3.501 0.949
C 2.118 3.952 2.356
C -1.084 -4.790 0.433
C -0.710 -6.001 0.995
N -3.011 2.378 -0.314
H -3.795 -4.167 -2.630
H -0.051 0.316 4.966
C 0.115 6.165 -2.801
C 4.258 1.892 0.260
C -4.575 -0.794 -2.350
H -5.531 3.231 0.203
C -1.467 -4.698 -0.901
S -4.040 2.796 2.048
C 1.923 -1.675 0.058
H -2.995 -4.774 2.507
H 2.975 6.404 0.172
H -0.265 -2.179 2.268
H 2.088 0.268 6.215
C -4.571 -2.266 -1.953
H -1.475 -3.305 -3.189
C -1.150 1.618 -4.601
N -1.929 2.153 -1.102
C -1.481 -5.807 -1.734
H -0.442 -8.075 0.570
H -2.642 -6.106 4.572
C 0.892 0.189 3.050
C -3.592 -3.102 -2.774
H 4.229 0.120 4.988
H 2.138 4.138 4.489
H -1.907 -1.767 -2.432
Se -1.766 -0.823 0.166
H -5.573 -2.680 -2.079
P 2.132 3.626 -0.385
H 3.841 2.611 -1.751
H -6.335 2.567 1.647
C -5.467 2.489 0.994
C 3.715 0.486 -0.026
H 1.054 -1.193 -1.848
H -3.804 -4.006 3.847
C -2.816 -4.251 3.452
C 1.073 6.621 -3.697
H 2.706 -4.804 1.094
H 0.797 7.325 -4.472
C 2.360 -4.011 0.444
C -2.126 -2.835 -2.448
C 2.770 5.948 3.520
Cd 0.208 1.825 -0.201
C -1.101 -7.017 -1.176
C 3.292 0.135 4.446
N -1.740 -3.360 -1.147
H 2.075 0.954 -5.370
H 3.722 0.286 -1.102
S -1.172 2.808 1.700
C -0.050 1.335 -5.393
H -3.596 -0.340 -2.186
C -2.101 -5.170 4.436
H -3.119 2.153 -2.780
H 2.214 1.165 -2.901
C 3.818 2.985 -0.723
H 2.925 6.484 4.448
H -1.103 -7.908 -1.790
H 3.771 4.948 -2.536
C 2.097 0.103 2.351
C 3.002 6.583 2.307
H 3.130 6.535 -4.297
H 5.347 1.832 0.217
C -2.716 2.622 0.937
C -2.125 2.042 -2.354
H -0.156 1.249 -6.466
H -1.091 -5.423 4.106
C 1.894 -4.312 -0.828
C -0.983 1.727 -3.226
C 1.447 -1.982 -1.216
H -2.010 -4.692 5.414
C 2.743 5.280 -2.603
C 3.298 0.078 3.060
H 2.739 -2.467 1.883
C 2.801 5.902 1.117
C 1.443 -3.295 -1.660
C 0.468 5.261 -1.813
H 1.073 -3.530 -2.650
H -2.132 1.758 -5.033
H -3.741 -2.899 -3.839
H -2.708 -2.220 2.694
N 0.214 1.556 -2.647
C 2.331 4.632 3.546
H -1.749 -2.504 4.134
H 1.756 2.929 2.385
H -4.848 -0.677 -3.402
C 1.265 1.291 -3.414
P 2.008 0.072 0.539
H 4.247 0.017 2.541
H 4.518 3.821 -0.668
H 1.864 -5.340 -1.166
H -1.779 -5.736 -2.772
H -0.048 0.223 2.510
H -0.908 6.512 -2.874
C 2.383 6.178 -3.600
H -0.140 -3.876 2.716
H -5.413 1.493 0.563
C -1.524 -2.639 -0.018
C -2.060 -2.951 3.184
C 1.188 1.170 -4.792
H 4.378 -0.265 0.410
H 3.337 7.611 2.289
H 4.020 2.196 1.284
H -0.283 4.901 -1.115
C 2.378 -2.696 0.887
C -0.816 -3.116 2.321
H -0.419 -6.082 2.033
C 1.787 4.817 -1.703
H -4.330 -2.356 -0.889
C 2.358 4.581 1.136
C -0.724 -7.112 0.166
H -5.290 -0.228 -1.753
C 0.890 0.241 4.436
C 2.089 0.217 5.134
```

Its molecular weight is 1044.5 g/mol. The total charge is +1. The LUMO energy is -2.715 eV. The HOMO energy comes out at -9.58 eV. The gap between HOMO and LUMO comes out at 6.864 eV. For the maximum force, the calculation gives 0.0028 hartree/bohr.

Results of the Löwdin charge analysis, in e, for atoms 1 through 4: 0.01 -0.13 -0.16 0.00



4.
Computed, not measured: C20H22FeNO2S as an isolated structure in a non-equilibrium geometry, with the ωB97M-V functional and the def2-TZVPD basis.

Structure (XYZ):
```
47
Properties=species:S:1:pos:R:3
O -3.237 1.307 -2.263
H 3.100 0.233 -2.134
H 0.858 1.770 -2.366
C 0.864 -2.161 -1.182
C 1.752 -2.656 -3.376
H -0.176 2.768 -1.418
H 1.271 1.981 0.614
C 1.677 0.041 -0.106
C -0.609 0.871 0.199
C 2.571 -1.524 -3.322
H 3.193 -2.576 1.437
C -3.094 1.405 -1.115
C -3.788 1.302 2.409
H -5.368 2.101 1.016
H 1.947 -0.691 3.742
H 2.694 0.208 0.253
H 3.159 -0.092 2.531
C -2.903 -0.592 0.713
H 1.633 0.828 2.829
H 1.506 3.029 -1.295
H -1.309 3.523 1.820
C -2.183 2.903 1.814
C 0.874 -2.957 -2.328
H 3.259 -1.270 -4.122
H 0.215 -3.825 -2.413
H 1.733 -3.397 0.808
C -4.364 2.148 1.399
H -4.305 0.526 2.959
C 2.112 -2.713 1.582
H -0.573 0.460 1.219
C -3.380 3.143 1.049
Fe -2.690 1.268 0.678
C 0.878 1.297 -0.152
O -2.803 -1.749 0.698
C 2.535 -0.706 -2.210
S 1.186 -1.154 1.582
H -3.537 3.978 0.380
H -1.788 1.363 3.428
H 0.169 -2.413 -0.365
C 1.664 -1.008 -1.156
C 2.094 -0.172 2.789
N 1.967 -4.222 -5.435
C -2.446 1.752 2.661
C 1.849 -3.513 -4.512
H 1.922 -3.156 2.572
C 0.774 2.220 -1.368
H -0.904 0.121 -0.543
```

Its molecular weight is 396.3 g/mol. The total charge is +1. The LUMO energy (alpha / beta) is -3.367 / -3.838 eV. The HOMO energy (alpha / beta) comes out at -9.47 / -11.40 eV. The gap between HOMO and LUMO (alpha / beta) comes out at 6.101 / 7.565 eV. As for the expectation value of S²: 6.073. For the maximum force, the calculation gives 0.1377 hartree/bohr. Its multiplicity is 5.

Results of the Löwdin charge analysis, in e, for atoms 1 through 4: 0.17 0.14 0.09 -0.07